# 1
2 unconnected molecules or ions with the total composition C2H7NO2 at a distorted geometry. Source: OMol25; level of theory: ωB97M-V/def2-TZVPD.

As for the orbital gap: 10.6385 eV. As for the SMILES: NC=O.CO. The calculation puts the relative energy (zero: lowest compared OMol25 entry of this formula, charge and spin) at 177.1 kJ/mol.

```
! wB97M-V def2-TZVPD RIJCOSX def2/J DEFGRID3
* xyz 0 1
N 1.607 -0.910 -0.850
C 1.048 -1.955 -0.074
O 1.519 -3.052 0.058
H 2.373 -1.140 -1.460
H 1.361 0.053 -0.779
H 0.151 -1.523 0.504
C -1.170 1.501 0.760
O -1.264 0.860 -0.393
H -0.153 1.565 1.093
H -1.538 2.592 0.652
H -1.891 1.081 1.389
H -2.044 0.930 -0.901
*
```

# 2
2 unconnected molecules or ions with the total composition C2H7NO2. Source: OMol25; level of theory: ωB97M-V/def2-TZVPD.

As for the orbital gap: 10.2020 eV. As for the SMILES: CNC=O.O. The calculation puts the relative energy (zero: lowest compared OMol25 entry of this formula, charge and spin) at 91.2 kJ/mol.

```
! wB97M-V def2-TZVPD RIJCOSX def2/J DEFGRID3
* xyz 0 1
C 0.160 -0.161 -0.985
N -1.153 0.111 -0.438
C -1.366 0.396 0.866
O -2.439 0.595 1.387
H 0.399 0.536 -1.793
H 0.190 -1.149 -1.444
H 0.953 -0.103 -0.247
H -1.919 0.158 -1.101
H -0.429 0.465 1.442
O 3.491 -0.576 -0.417
H 3.728 -1.443 -0.079
H 3.609 -0.629 -1.369
*
```